1.
15
Properties=species:S:1:pos:R:3:mulliken_charge:R:1 method="wB97M-V/def2-TZVPD" total_energy_ev=-7831.309 lumo_ev=0.82 smiles="CC(=O)N(C)C" charge=0 homo_energy_ha=-0.339 de_lowest_kcal_mol=23.3
C 0.901 1.822 0.055 -1.12
C 0.308 0.691 -0.800 0.78
O 0.559 0.692 -1.992 -0.64
N -0.282 -0.355 -0.177 0.06
C -0.693 -0.288 1.210 -1.03
C -0.256 -1.646 -0.807 -1.09
H 1.530 1.269 0.754 0.28
H 0.120 2.292 0.657 0.34
H 1.358 2.564 -0.579 0.31
H -1.636 0.254 1.286 0.32
H -1.011 -1.269 1.563 0.39
H 0.074 0.067 1.895 0.33
H -1.289 -2.038 -0.838 0.37
H 0.329 -2.455 -0.363 0.34
H -0.011 -1.601 -1.864 0.35



2.
8
Properties=species:S:1:pos:R:3:mulliken_charge:R:1 method="wB97M-V/def2-TZVPD" total_energy_ev=-4204.112 lumo_ev=0.58 charge=0 homo_energy_ha=-0.336 de_lowest_kcal_mol=139.4
C 1.486 0.269 -1.320 -0.10
C 0.789 -0.912 -1.165 -0.25
C -0.212 0.093 -0.769 -0.40
C 0.881 0.627 -0.139 0.12
H 2.147 0.883 -1.903 0.34
H -1.236 -1.029 0.314 -0.27
H -1.686 -1.825 0.436 0.27
H 1.118 1.013 0.948 0.29



3.
9
Properties=species:S:1:pos:R:3:mulliken_charge:R:1 method="wB97M-V/def2-TZVPD" total_energy_ev=-11222.380 lumo_ev=0.14 charge=0 homo_energy_ha=-0.360 de_lowest_kcal_mol=148.2
C 1.675 -1.703 0.287 -0.20
C -1.246 -0.424 0.527 0.57
N 1.982 -0.589 0.099 0.17
N -2.122 0.160 -0.091 -0.31
O -0.707 -0.971 1.404 -0.36
O 2.362 0.688 -0.069 -0.33
O -2.164 0.545 -1.406 -0.30
H 3.063 1.030 0.442 0.36
H -2.844 1.264 -1.194 0.41



4.
90
Properties=species:S:1:pos:R:3:mulliken_charge:R:1 method="wB97M-V/def2-TZVPD" total_energy_ev=-177680.601 lumo_ev=-2.21 smiles="O=C(F)NC(=O)NS(=O)(=O)F.O=S1(=O)OCCO1.O=S1(=O)OCCO1.O=S1(=O)OCCO1.O=S1(=O)OCCO1.O=S1(=O)OCCO1.O=S1(=O)OCCO1.O=S1(=O)OCCO1" charge=0 homo_energy_ha=-0.364
O 4.028 0.089 0.393 -0.52
C 3.275 0.782 -0.479 0.48
F 3.112 0.218 -1.843 -0.18
N 2.710 2.103 0.003 0.21
C 2.676 3.152 -1.106 0.11
O 1.747 3.082 -2.089 -0.43
N 3.611 4.341 -1.151 -0.15
S 5.131 3.988 -1.932 1.15
O 6.300 4.586 -1.109 -0.54
O 5.213 4.664 -3.355 -0.52
F 5.456 2.324 -2.183 -0.24
H 3.433 2.465 0.687 0.28
H 3.721 4.805 -0.223 0.35
O -2.862 -0.791 0.458 -0.61
S -1.643 -0.145 0.025 0.98
O -0.652 0.365 0.944 -0.25
O -2.040 1.041 -1.021 -0.38
C -1.398 0.806 -2.273 -0.09
C -1.226 -0.707 -2.366 -0.27
O -0.898 -1.128 -1.043 -0.32
H -0.427 1.313 -2.258 0.03
H -2.002 1.204 -3.092 0.36
H -0.440 -0.995 -3.068 0.35
H -2.165 -1.194 -2.652 0.27
O 2.113 6.352 1.957 -0.57
S 2.533 5.324 2.883 1.05
O 3.898 5.181 3.334 -0.58
O 2.021 3.886 2.312 -0.16
C 1.173 3.266 3.278 -0.11
C 0.533 4.413 4.055 -0.42
O 1.562 5.391 4.192 -0.26
H 1.796 2.646 3.931 0.29
H 0.428 2.637 2.783 0.04
H 0.167 4.099 5.035 0.35
H -0.288 4.864 3.487 0.31
O -0.804 -0.335 2.670 -0.53
S 0.470 -0.626 3.287 1.23
O 1.495 0.372 3.485 -0.54
O 1.130 -1.901 2.515 -0.28
C 1.359 -2.956 3.448 -0.35
C 0.302 -2.775 4.535 -0.41
O 0.188 -1.365 4.713 -0.34
H 2.368 -2.837 3.856 0.30
H 1.279 -3.927 2.953 0.32
H 0.582 -3.261 5.473 0.32
H -0.671 -3.154 4.205 0.29
O -5.303 -2.938 -5.046 -0.58
S -4.028 -3.229 -4.428 1.03
O -3.003 -2.231 -4.231 -0.49
O -3.368 -4.505 -5.200 -0.33
C -3.139 -5.559 -4.267 -0.31
C -4.196 -5.378 -3.181 -0.18
O -4.310 -3.969 -3.002 -0.29
H -2.130 -5.440 -3.859 0.28
H -3.219 -6.531 -4.763 0.30
H -3.916 -5.864 -2.243 0.26
H -5.169 -5.757 -3.510 0.28
O 3.669 -3.565 -7.012 -0.55
S 3.808 -2.126 -6.977 1.09
O 3.376 -1.267 -8.054 -0.53
O 5.360 -1.774 -6.622 -0.31
C 5.410 -0.992 -5.430 -0.37
C 4.180 -1.399 -4.624 0.06
O 3.146 -1.585 -5.588 -0.27
H 5.363 0.065 -5.714 0.32
H 6.340 -1.181 -4.889 0.31
H 3.892 -0.641 -3.891 0.00
H 4.342 -2.354 -4.113 0.26
O -1.329 7.355 7.259 -0.53
S -0.984 8.714 6.905 1.09
O -1.541 9.867 7.572 -0.53
O -1.198 8.890 5.298 -0.32
C 0.033 9.285 4.695 -0.36
C 1.128 8.703 5.585 -0.04
O 0.642 8.846 6.917 -0.32
H 0.072 10.379 4.686 0.31
H 0.092 8.911 3.669 0.32
H 2.082 9.223 5.465 0.31
H 1.269 7.635 5.389 0.09
O -6.136 -10.047 -2.227 -0.57
S -5.629 -8.755 -1.824 1.06
O -4.840 -7.913 -2.693 -0.45
O -4.829 -8.939 -0.415 -0.31
C -5.423 -8.107 0.581 -0.31
C -6.888 -7.969 0.176 -0.33
O -6.875 -7.876 -1.246 -0.31
H -4.916 -7.137 0.561 0.27
H -5.309 -8.557 1.571 0.31
H -7.361 -7.088 0.617 0.32
H -7.459 -8.863 0.451 0.29